{
  "formula": "C30H70N8O10Pt",
  "method": "ωB97M-V/def2-TZVPD",
  "elements": ["Pt", "C", "C", "C", "O", "H", "H", "H", "H", "H", "H", "H", "C", "C", "C", "O", "H", "H", "H", "H", "H", "H", "H", "C", "O", "N", "C", "C", "H", "H", "H", "H", "H", "H", "H", "C", "O", "N", "C", "C", "H", "H", "H", "H", "H", "H", "H", "C", "O", "N", "C", "C", "H", "H", "H", "H", "H", "H", "H", "C", "O", "N", "C", "C", "H", "H", "H", "H", "H", "H", "H", "C", "O", "N", "C", "C", "H", "H", "H", "H", "H", "H", "H", "C", "O", "N", "C", "C", "H", "H", "H", "H", "H", "H", "H", "C", "O", "N", "C", "C", "H", "H", "H", "H", "H", "H", "H", "C", "O", "N", "C", "C", "H", "H", "H", "H", "H", "H", "H"],
  "xyz": [[-4.59658, -3.86514, -25.80645], [-0.57448, -3.70538, -24.97452], [-1.79422, -2.80504, -24.88807], [-1.40883, -1.30640, -24.79156], [-2.67125, -2.99686, -25.99473], [-0.84785, -4.73757, -24.78453], [0.15171, -3.34709, -24.23926], [-0.05042, -3.44834, -25.89776], [-2.42611, -3.07225, -24.03342], [-1.23338, -0.78765, -25.73171], [-0.57618, -1.18261, -24.09397], [-2.20462, -0.74603, -24.29425], [-4.68452, -5.80384, -22.69566], [-5.25997, -4.40562, -22.49951], [-4.33528, -3.67092, -21.48686], [-5.37461, -3.72225, -23.67748], [-4.73095, -6.39754, -21.78240], [-3.67732, -5.71219, -23.11354], [-5.27740, -6.24111, -23.50176], [-6.18146, -4.59095, -21.92026], [-3.44016, -3.44899, -22.08454], [-3.96889, -4.43301, -20.79272], [-4.58475, -2.74721, -20.96959], [-3.75326, -1.15668, -16.99887], [-4.65060, -0.41014, -16.66294], [-3.96653, -2.33391, -17.64303], [-2.85486, -3.13639, -18.10879], [-5.31417, -2.77176, -17.92796], [-2.70987, -0.89181, -16.75881], [-2.86401, -3.35730, -19.17710], [-2.54219, -3.89527, -17.39357], [-1.96224, -2.50342, -18.22486], [-6.07301, -2.30161, -17.30560], [-5.64561, -2.50659, -18.93666], [-5.38753, -3.85375, -17.81642], [-10.39467, -2.26932, -21.49022], [-11.18839, -2.03194, -22.39630], [-9.07554, -2.37473, -21.59056], [-8.44189, -2.40045, -22.91388], [-8.19709, -2.54242, -20.45349], [-10.85823, -2.51907, -20.52005], [-7.85956, -3.31251, -23.00308], [-7.83799, -1.50965, -23.09202], [-9.13767, -2.37682, -23.74862], [-7.52418, -1.70632, -20.27288], [-8.70179, -2.82561, -19.52896], [-7.66003, -3.46549, -20.68994], [-10.04735, -5.75393, -19.38539], [-11.23997, -5.69557, -19.18430], [-9.49627, -5.98728, -20.60531], [-8.09219, -6.30239, -20.68229], [-10.24808, -6.24200, -21.82970], [-9.28191, -5.60756, -18.60524], [-7.75821, -7.29650, -20.38035], [-7.52187, -5.52651, -20.15584], [-7.70334, -6.04574, -21.67115], [-10.64638, -5.32195, -22.25233], [-9.73761, -6.85901, -22.56147], [-11.04857, -6.92653, -21.52805], [-2.64751, -6.50364, -25.93471], [-3.68559, -5.87766, -25.82670], [-2.22480, -7.16097, -27.03890], [-3.02742, -7.58962, -28.15850], [-0.80747, -7.29955, -27.29353], [-1.83976, -6.44719, -25.19075], [-2.99543, -8.64845, -28.41575], [-2.80623, -6.91056, -28.98359], [-4.09630, -7.46872, -27.95682], [-0.48415, -6.99575, -28.29366], [-0.03138, -6.90189, -26.64109], [-0.57047, -8.37103, -27.35352], [-6.04160, 1.38467, -21.93761], [-6.31465, 2.51517, -21.57597], [-4.94116, 1.05885, -22.64914], [-4.59669, -0.35408, -22.74282], [-3.84287, 1.99377, -22.89808], [-6.69398, 0.53488, -21.67751], [-3.79224, -0.61099, -22.04662], [-4.18592, -0.53060, -23.74082], [-5.40167, -1.08248, -22.66482], [-3.51081, 1.98895, -23.93888], [-4.21204, 2.99301, -22.69026], [-2.95297, 1.68193, -22.35001], [0.35263, -5.36851, -22.02251], [1.44751, -5.28258, -22.55770], [0.06939, -5.96162, -20.86760], [-1.28768, -5.97096, -20.30756], [1.04923, -6.57003, -20.02765], [-0.50683, -4.85735, -22.48728], [-1.57590, -7.00695, -20.14190], [-2.00150, -5.44967, -20.93971], [-1.23946, -5.39608, -19.38116], [1.00005, -7.66602, -19.93068], [2.09957, -6.57044, -20.32182], [1.02275, -6.25678, -18.98152], [-6.56770, -8.38349, -25.73444], [-6.74390, -8.81399, -26.86154], [-6.92916, -9.08838, -24.62984], [-7.29745, -8.38373, -23.39343], [-7.64090, -10.34054, -24.77085], [-6.03085, -7.45749, -25.47594], [-7.06417, -7.32241, -23.36619], [-6.69503, -8.82841, -22.59964], [-8.38001, -8.48660, -23.30587], [-7.35508, -10.86257, -25.67963], [-7.41986, -10.96169, -23.90211], [-8.72686, -10.20995, -24.82109], [-7.69899, -5.11214, -26.92612], [-6.52059, -5.18471, -26.57712], [-8.76535, -5.02500, -26.14298], [-10.05544, -5.44738, -26.74303], [-8.74347, -5.12556, -24.71816], [-8.00781, -5.15130, -27.98044], [-10.85824, -5.60099, -26.02816], [-9.93614, -6.44603, -27.17184], [-10.31394, -4.74407, -27.53069], [-9.37001, -4.32808, -24.33338], [-9.05876, -6.12958, -24.41136], [-7.74264, -5.13635, -24.27890]],
  "e_above_lowest_kj_mol": 300.6,
  "e_homo_ev": [-8.44, -8.46],
  "spin_multiplicity": 3,
  "e_lumo_ev": [0.0, -1.1],
  "max_force_ev_per_a": 2.55,
  "orbital_gap_ev": [8.462, 7.353]
}

=====

{
  "formula": "C2H5P",
  "method": "ωB97M-V/def2-TZVPD",
  "elements": ["C", "C", "P", "H", "H", "H", "H", "H"],
  "xyz": [[-0.00976, 0.35429, -0.79782], [0.64433, -0.43566, 0.29607], [-0.68077, -1.35419, -0.52986], [-0.76350, 1.12813, -0.48707], [0.43415, 0.57458, -1.86930], [1.72231, -0.74443, 0.08062], [0.56697, -0.24723, 1.31274], [-2.11330, -0.66268, 0.58895]],
  "e_above_lowest_kj_mol": 150.7,
  "e_homo_ev": [-6.10, -10.00],
  "spin_multiplicity": 3,
  "e_lumo_ev": [1.2, -2.5],
  "max_force_ev_per_a": 4.06,
  "orbital_gap_ev": [7.322, 7.456]
}

=====

{
  "formula": "C2H6N3S",
  "method": "ωB97M-V/def2-TZVPD",
  "elements": ["C", "C", "N", "N", "N", "S", "H", "H", "H", "H", "H", "H"],
  "xyz": [[-1.19637, 0.17082, -0.35276], [0.88724, -0.98652, -0.59110], [-0.19411, -0.53568, 0.15678], [1.78832, 1.18154, 0.17705], [-2.32401, 0.50781, 0.25652], [2.44384, -0.16250, -0.16328], [1.06282, -2.12531, -0.35488], [1.03300, -0.84258, -1.69550], [-0.16400, -0.55822, 1.14617], [2.11379, 2.08958, 0.38011], [-2.45838, 0.22063, 1.29951], [-2.99213, 1.04044, -0.25860]],
  "e_above_lowest_kj_mol": 68.4,
  "total_charge": 1,
  "e_homo_ev": [-11.85, -13.48],
  "spin_multiplicity": 3,
  "e_lumo_ev": [-4.0, -7.2],
  "max_force_ev_per_a": 5.08,
  "orbital_gap_ev": [7.816, 6.328]
}

=====

{
  "formula": "C6H11N",
  "method": "ωB97M-V/def2-TZVPD",
  "elements": ["C", "N", "C", "C", "C", "C", "C", "H", "H", "H", "H", "H", "H", "H", "H", "H", "H", "H"],
  "xyz": [[-0.01327, -1.69183, 0.79324], [0.05496, -1.08460, -2.03924], [0.10282, -0.03656, -1.03159], [0.01466, -0.17336, 0.34405], [0.00327, 0.95034, 1.27023], [0.19994, 0.87169, 2.66017], [-0.19167, 1.38539, -1.66762], [0.09461, -1.75819, 1.88815], [0.85102, -2.13546, 0.29774], [-0.95340, -2.28334, 0.60083], [-0.21845, -1.96972, -1.65659], [-0.28415, -0.76498, -2.89743], [0.05719, 1.84452, 0.77229], [0.13641, 1.77203, 3.25120], [0.13126, -0.12971, 3.08505], [-1.07322, 1.29592, -2.13503], [0.59366, 1.78246, -2.25320], [-0.41414, 2.10467, -0.88924]],
  "e_above_lowest_kj_mol": 197.1,
  "smiles": "C=C/C(C)=C(\\C)N",
  "e_homo_ev": -7.46,
  "e_lumo_ev": 0.9,
  "max_force_ev_per_a": 4.65,
  "orbital_gap_ev": 8.391
}

=====

{
  "formula": "C3H7FO2S",
  "method": "ωB97M-V/def2-TZVPD",
  "elements": ["C", "C", "C", "O", "O", "F", "S", "H", "H", "H", "H", "H", "H", "H"],
  "xyz": [[1.09734, 0.25436, -0.85998], [-0.99382, -1.18062, -0.53805], [-0.40249, 0.22215, -0.65830], [-0.74549, 0.90477, 3.19448], [-0.80685, 1.04477, 0.42549], [1.14545, 1.99584, 2.30222], [0.23480, 0.64648, 2.20413], [1.71967, 1.18296, -0.73444], [1.72839, -0.64820, -0.41623], [1.22185, -0.16129, -1.89396], [-0.64980, -1.96314, -1.30972], [-2.11054, -1.22916, -0.51177], [-0.53747, -1.84158, 0.22135], [-0.90105, 0.77266, -1.42523]],
  "e_above_lowest_kj_mol": 236.6,
  "e_homo_ev": [-10.11, -10.11],
  "e_lumo_ev": [-0.5, -0.5],
  "max_force_ev_per_a": 4.09,
  "orbital_gap_ev": [9.566, 9.565]
}

=====

{
  "formula": "C19H44N6O9P",
  "method": "ωB97M-V/def2-TZVPD",
  "elements": ["N", "C", "C", "C", "N", "C", "C", "O", "O", "C", "C", "P", "O", "O", "O", "H", "H", "H", "H", "H", "H", "H", "H", "H", "H", "H", "H", "H", "H", "H", "H", "C", "C", "O", "N", "C", "H", "H", "H", "H", "H", "H", "H", "C", "C", "O", "N", "C", "H", "H", "H", "H", "H", "H", "H", "C", "C", "O", "N", "C", "H", "H", "H", "H", "H", "H", "H", "C", "C", "O", "N", "C", "H", "H", "H", "H", "H", "H", "H"],
  "xyz": [[0.76200, 1.05703, 1.90308], [0.51915, -0.32574, 2.37181], [-0.47078, -0.34464, 3.57955], [-1.81278, -1.09799, 3.35158], [-2.27197, -0.89430, 1.94380], [-2.52762, 0.53982, 1.57792], [-3.71084, 0.69051, 0.58989], [-4.82926, 0.69708, 0.91796], [-3.35767, 0.82504, -0.72471], [-1.38755, -1.59413, 0.99089], [0.12889, -1.24253, 1.14814], [0.69354, -0.53926, -0.47962], [-0.23741, 0.44821, -1.03159], [2.21470, -0.00645, -0.36427], [0.79302, -1.84198, -1.48185], [0.38262, 1.72304, 2.56660], [1.76344, 1.19936, 1.81015], [1.48585, -0.70273, 2.75528], [-0.71102, 0.66803, 3.94746], [0.02171, -0.84746, 4.42935], [-1.64191, -2.17366, 3.49721], [-2.56482, -0.66446, 4.02417], [-3.19065, -1.35174, 1.87415], [-1.64126, 1.02748, 1.13347], [-2.73163, 1.07004, 2.52374], [-2.95556, 1.69753, -0.87930], [-1.68067, -1.44964, -0.06454], [-1.48700, -2.68045, 1.17104], [0.68482, -2.19283, 1.27513], [2.34802, 0.73033, -0.98415], [0.41756, -2.59958, -1.00510], [5.22835, -0.96675, 5.50420], [4.49707, -0.66835, 4.22220], [3.45107, -0.01864, 4.20562], [5.02946, -1.13953, 3.07274], [6.24945, -1.91906, 2.90017], [4.68358, -0.52595, 6.33542], [5.29076, -2.04431, 5.66180], [6.22918, -0.53515, 5.47809], [4.49158, -0.90351, 2.25278], [6.92340, -1.36354, 2.24430], [5.99377, -2.86121, 2.42820], [6.74376, -2.11433, 3.84122], [-5.75011, 2.09832, -2.50863], [-5.95798, 3.07675, -3.63759], [-5.83824, 4.28339, -3.47777], [-6.28789, 2.57656, -4.85688], [-6.47351, 1.18944, -5.23994], [-5.49479, 2.64533, -1.60450], [-6.66507, 1.53412, -2.32323], [-4.93136, 1.41860, -2.74593], [-6.41414, 3.28712, -5.56335], [-5.76927, 0.94697, -6.03753], [-7.48923, 1.06157, -5.61716], [-6.31427, 0.51533, -4.40422], [7.31703, -6.57406, 4.61517], [7.09097, -5.57674, 3.50786], [7.15837, -4.36820, 3.69690], [6.80614, -6.06020, 2.27104], [6.68469, -7.44534, 1.85286], [7.53326, -6.03908, 5.53613], [6.42287, -7.18021, 4.76821], [8.16715, -7.21540, 4.37945], [6.66869, -5.33949, 1.57961], [7.41525, -7.64100, 1.06666], [5.68317, -7.60528, 1.44997], [6.85288, -8.13135, 2.67641], [-4.25486, 7.73491, -7.72202], [-5.05509, 6.66512, -7.02080], [-6.24003, 6.48269, -7.25396], [-4.41410, 5.89197, -6.10492], [-3.02701, 5.94906, -5.69272], [-4.90166, 8.26278, -8.41783], [-3.86536, 8.45266, -6.99842], [-3.43349, 7.28719, -8.28364], [-5.01172, 5.20144, -5.67408], [-2.55876, 4.98295, -5.89383], [-2.98759, 6.14109, -4.61853], [-2.48119, 6.72740, -6.21680]],
  "e_above_lowest_kj_mol": 0.0,
  "total_charge": 1,
  "e_homo_ev": -10.32,
  "e_lumo_ev": -2.9,
  "max_force_ev_per_a": 2.49,
  "orbital_gap_ev": 7.391
}